{"formula": "C9H14", "method": "ωB97M-V/def2-TZVPD", "elements": ["C", "C", "C", "C", "C", "C", "C", "H", "H", "H", "H", "H", "H", "H", "H", "C", "C", "H", "H", "H", "H", "H", "H"], "xyz": [[1.2708, 0.9217, 2.9515], [1.3319, -1.4721, -0.6086], [2.5230, -0.9590, -0.1319], [0.1958, -1.3851, 0.2001], [2.5258, -0.1767, 1.0325], [0.1632, -0.5925, 1.3328], [1.3538, 0.0106, 1.7601], [1.3518, -2.1706, -1.4335], [3.4630, -1.1656, -0.6282], [-0.6363, -1.9545, -0.2025], [3.4570, 0.2914, 1.3206], [-0.8388, -0.5465, 1.7393], [0.3664, 1.5096, 2.8189], [2.1264, 1.4546, 3.3583], [1.1245, 0.2539, 3.8238], [-2.7191, 0.2005, -2.6063], [-2.2322, 1.3194, -1.6409], [-3.1179, -0.6841, -2.1078], [-3.5246, 0.5343, -3.2584], [-1.9383, -0.0606, -3.3238], [-1.3276, 1.6117, -2.1666], [-1.9766, 0.9223, -0.6662], [-2.9420, 2.1374, -1.5634]], "forces_ev_per_angstrom": [[-0.4429, -1.3748, 1.3432], [0.5300, -1.0064, 1.0648], [0.0120, 0.5474, 0.3384], [0.3952, 0.0062, -1.4571], [-0.3000, -0.4790, -0.5248], [0.0998, -0.9571, -1.0533], [0.1376, 0.8680, -0.0957], [-0.1468, 0.2134, -0.2642], [-0.0559, 0.1583, -0.1718], [-0.4287, 0.3358, 0.5241], [-0.0604, 0.0361, 0.2983], [0.3364, 0.5341, 0.9038], [0.2153, 0.4583, 0.4070], [0.2677, 0.4952, -1.0926], [-0.5850, 0.1756, -0.2380], [-0.6054, 0.1796, -0.0596], [0.0981, -1.0217, -1.3148], [0.2747, -0.0561, 0.0156], [-0.2035, 0.2708, 0.1000], [0.1068, -0.3590, 0.3916], [0.2169, 0.8561, 0.6456], [0.0616, 0.0668, 0.1529], [0.0765, 0.0525, 0.0866]], "mulliken_charge": [-1.348, -0.576, -0.341, -0.478, -0.470, -0.402, 0.848, 0.385, 0.355, 0.359, 0.347, 0.363, 0.284, 0.365, 0.303, -0.921, -0.536, 0.264, 0.337, 0.265, 0.208, 0.074, 0.315], "e_lumo_ev": 1.02, "smiles": "Cc1ccccc1.CC", "gap_ev": 10.02, "molar_mass_g_mol": 122.21, "total_charge": 0, "energy_ev": -9559.343, "largest_force_ev_per_a": 2.0, "relative_energy_kcal_mol": 19.3, "e_homo_ev": -9.00}